Record 1
19
Properties=species:S:1:pos:R:3:forces:R:3 method="wB97M-V/def2-TZVPD" e_homo_ev=-8.419 e_lumo_ev=0.93 multiplicity=1 smiles=COc1ccc2c[nH]nc2c1 relative_energy_ev=4.019
C -3.238 -0.535 0.484 -2.39 2.70 1.94
C -1.086 -0.241 -0.472 -0.64 4.47 0.66
C -0.777 1.250 -0.368 2.56 -5.25 0.26
C 0.471 1.630 -0.163 3.83 1.78 0.22
C 1.597 0.592 -0.138 -2.06 3.28 0.94
C 2.975 0.594 0.067 -4.24 -3.92 -1.17
C 1.216 -0.732 -0.184 -0.89 -2.03 -1.20
C -0.178 -1.178 -0.403 2.78 1.43 0.57
H -4.408 -0.594 0.346 2.49 -0.35 -0.98
H -3.282 0.437 1.195 0.96 -1.71 -1.66
H -2.938 -1.346 1.087 0.21 -0.99 0.93
H -1.509 1.911 -0.396 -3.44 2.73 -0.21
H 0.727 2.783 -0.042 -0.47 -2.64 -0.29
H 3.628 1.310 0.158 3.47 3.66 0.53
H 4.139 -1.013 0.119 6.45 -2.81 0.83
H -0.532 -2.137 -0.492 -0.11 -2.47 -0.09
N 3.297 -0.725 -0.007 -4.70 4.65 -0.30
N 2.295 -1.516 -0.151 -1.56 -2.16 0.00
O -2.397 -0.490 -0.641 -2.22 -0.37 -0.99

---

Record 2
19
Properties=species:S:1:pos:R:3:forces:R:3 method="wB97M-V/def2-TZVPD" total_charge=+1 e_homo_ev="-13.140 / -13.036" e_lumo_ev="-6.32 / -7.04" multiplicity=1 relative_energy_ev=4.785
C 3.069 -0.018 -0.242 -2.83 -0.04 0.19
C 2.409 -1.190 -0.553 -1.17 0.90 -0.31
C 2.380 1.137 0.185 2.26 -0.35 0.19
C 1.027 -1.127 -0.547 -3.04 -0.60 1.38
C 1.025 1.157 0.347 -2.12 1.10 1.11
C 0.305 -0.014 0.010 3.01 -0.39 -0.89
C -3.108 0.827 -0.500 0.59 -1.68 1.15
C -1.590 -1.238 0.796 -2.11 2.91 -1.64
N -1.885 0.848 -0.307 2.96 1.18 -0.44
N -1.087 -0.215 0.221 -2.07 -0.31 0.12
P -4.396 -0.279 -0.146 0.19 -2.91 -0.36
H 4.069 -0.113 -0.386 3.03 0.65 0.08
H 2.956 -2.063 -0.845 0.01 -0.31 -0.21
H 3.033 1.959 0.523 -0.78 -0.19 -0.39
H 0.306 -1.978 -0.770 1.52 0.76 -0.10
H 0.553 2.098 0.835 0.60 -1.92 -1.06
H -3.445 1.712 -0.894 -0.89 2.52 -1.19
H -0.936 -1.879 1.263 1.12 -1.95 1.13
H -4.687 0.377 1.010 -0.27 0.64 1.25

---

Record 3
20
Properties=species:S:1:pos:R:3:forces:R:3 method="wB97M-V/def2-TZVPD" e_homo_ev=-8.123 e_lumo_ev=-0.06 multiplicity=1 relative_energy_ev=4.438
C -4.878 -0.381 -0.259 -0.36 1.11 -1.26
C -3.818 -1.202 0.212 -1.30 -0.10 1.66
C 3.208 0.895 -0.395 -0.73 -2.16 -0.66
C 4.183 0.018 0.220 0.12 -1.10 -0.45
C -5.848 0.247 -0.626 0.21 0.49 0.26
C -2.506 -1.307 0.212 2.65 -0.83 0.85
C 2.138 0.260 -0.927 0.99 0.37 1.00
C 3.733 -1.256 0.255 0.95 0.45 0.97
N -0.023 -1.538 0.645 -0.60 -1.02 1.39
N 1.118 -1.911 0.514 0.84 -0.76 1.16
P -0.922 -0.562 -0.439 -1.73 -0.38 -2.25
P 2.234 -1.561 -0.696 1.01 1.51 -1.27
H -0.759 0.547 0.330 -0.23 1.12 0.77
H -4.220 -1.778 1.048 -0.21 -0.64 -0.44
H 3.139 1.919 -0.430 0.74 2.38 0.18
H 5.228 0.172 0.522 -0.76 0.67 0.11
H -6.646 0.963 -0.875 0.85 -1.03 0.20
H -2.072 -2.151 0.879 -1.04 1.40 -0.93
H 1.404 0.977 -1.206 -1.09 -0.41 -0.90
H 4.388 -1.886 0.833 -0.29 -1.08 -0.40

---

Record 4
20
Properties=species:S:1:pos:R:3:forces:R:3 method="wB97M-V/def2-TZVPD" e_homo_ev="-8.111 / -8.047" e_lumo_ev="-2.15 / -2.35" multiplicity=1 relative_energy_ev=4.286
C 3.929 -2.110 -0.584 -0.85 0.22 0.26
C 0.908 1.152 0.652 0.04 0.84 0.37
C 0.533 -0.185 0.532 0.42 -0.67 -1.52
C 3.255 1.312 0.223 3.10 -1.06 -0.42
C 3.364 0.238 -0.955 1.10 2.70 -2.28
C 2.974 -1.072 -0.538 -1.25 0.03 -0.42
C -1.471 0.206 1.879 1.43 1.17 0.47
C -0.888 -0.623 0.776 0.24 1.81 -0.90
N 4.614 -3.025 -0.599 0.85 -0.79 -0.09
N 2.113 1.702 0.617 -2.92 0.51 0.57
S 4.775 1.768 0.727 -0.58 0.24 0.42
S 1.437 -1.529 -0.038 0.39 0.73 0.69
H 0.033 1.839 0.922 1.58 -0.76 -0.57
H 2.904 0.838 -1.851 -0.06 -1.76 1.49
H 4.449 0.231 -1.246 -1.11 -0.11 0.45
H -1.821 1.113 1.432 -1.12 0.40 -0.14
H -0.708 0.661 2.584 -0.84 -1.40 -0.23
H -2.214 -0.421 2.293 -1.04 0.16 1.11
H -1.603 -0.534 -0.079 0.92 -0.23 0.25
H -0.817 -1.621 1.054 -0.27 -2.02 0.50

---

Record 5
21
Properties=species:S:1:pos:R:3:forces:R:3 method="wB97M-V/def2-TZVPD" e_homo_ev=-9.092 e_lumo_ev=0.30 multiplicity=1 smiles="N#CC(=O)NP(N)c1ccccc1" relative_energy_ev=0.048
C -0.183 -0.234 3.107 0.14 -1.79 1.74
C 0.696 -1.190 2.588 0.87 -1.11 4.25
C -0.575 0.747 2.261 0.81 0.39 -1.15
C 1.251 -1.121 1.360 -1.65 0.80 -0.71
C -0.073 0.834 0.955 0.86 -4.16 1.86
C 0.739 -0.210 0.452 0.06 2.69 -0.57
C -1.718 0.471 -2.843 -1.85 -1.56 -0.49
C -0.632 1.486 -2.735 -0.59 0.85 1.01
N -2.679 -0.188 -2.971 2.47 1.58 0.36
N 0.539 1.184 -2.101 -2.24 -3.87 -0.05
N 0.269 -1.502 -1.707 1.57 1.26 -0.28
O -0.911 2.627 -3.073 0.24 -0.90 -0.23
P 1.344 -0.239 -1.328 -1.15 -0.42 0.12
H -0.462 -0.381 4.220 0.11 0.67 -2.18
H 1.075 -1.916 3.412 -0.47 0.94 -1.92
H -1.218 1.515 2.528 -1.17 1.30 0.83
H 1.986 -1.762 1.052 1.74 -1.83 -0.63
H -0.425 1.593 0.407 -1.04 2.62 -2.36
H 1.020 1.985 -2.009 2.44 3.51 0.28
H 0.283 -1.931 -2.613 -0.26 -0.39 0.17
H -0.326 -1.769 -0.962 -0.87 -0.58 -0.05

---

Record 6
21
Properties=species:S:1:pos:R:3:forces:R:3 method="wB97M-V/def2-TZVPD" total_charge=+2 e_homo_ev=-16.504 e_lumo_ev=-10.32 multiplicity=1 relative_energy_ev=0.000
N 3.432 -0.704 1.252 -0.31 -0.99 0.13
P 2.898 -0.433 -0.193 -0.14 2.19 -1.39
C 1.269 0.292 -0.154 0.75 0.09 -0.41
C 0.908 1.645 -0.156 0.26 0.00 -0.11
C -0.424 1.940 -0.153 -0.35 0.35 -0.01
C -1.440 0.944 -0.136 0.75 1.03 0.01
N -2.740 1.330 -0.162 0.15 -0.43 -0.08
C -3.565 0.330 -0.140 -0.74 0.25 0.00
C -3.178 -1.042 -0.052 -0.26 -0.18 -0.03
N -1.941 -1.424 -0.023 0.09 -0.07 0.12
C -1.060 -0.396 -0.082 -0.33 -0.40 0.19
C 0.300 -0.646 -0.102 0.30 -1.03 0.32
H 4.351 -0.293 1.395 0.18 -0.56 0.88
H 3.715 0.332 -1.046 0.05 -0.42 -0.13
H 2.588 -1.708 -0.839 0.17 0.60 -0.28
H 1.659 2.417 -0.180 0.03 0.21 -0.04
H -0.736 2.972 -0.184 -0.15 0.10 0.03
H -4.620 0.553 -0.189 -0.17 0.08 0.04
H -3.953 -1.791 -0.008 -0.08 -0.18 -0.01
H 0.669 -1.683 -0.040 -1.58 0.22 -1.48
Pb 1.870 -2.634 1.191 1.39 -0.85 2.27

---

Record 7
24
Properties=species:S:1:pos:R:3:forces:R:3 method="wB97M-V/def2-TZVPD" e_homo_ev=-9.317 e_lumo_ev=0.03 multiplicity=1 smiles="O=c1cc[nH]c(=O)[nH]1.O=c1cc[nH]c(=O)[nH]1" relative_energy_ev=3.245
C 3.300 -0.662 0.033 -2.28 0.44 -0.43
C 3.061 0.704 -0.354 -4.27 -1.26 -0.60
C 1.758 1.101 -0.607 2.68 4.65 1.64
C 0.831 -1.068 -0.329 1.90 1.74 1.91
C -1.063 0.438 1.253 -0.62 -1.19 2.56
C -1.416 1.491 0.358 -1.56 -0.05 -0.82
C -2.219 1.194 -0.684 -1.35 -0.15 0.31
C -2.536 -1.147 0.006 0.77 0.43 -0.01
H 2.068 -2.300 0.547 0.52 -1.17 0.37
H 3.926 1.235 -0.187 1.24 2.05 -0.14
H 1.699 2.381 -0.470 -0.66 -3.99 -1.05
H -0.255 0.688 -0.716 -1.33 0.61 -0.77
H -1.462 -1.576 1.670 0.14 0.72 -0.53
H -1.006 2.450 0.574 0.09 0.56 -0.17
H -2.549 1.944 -1.379 0.03 0.15 -0.27
H -3.437 -0.314 -1.615 0.37 0.55 0.14
N 2.087 -1.362 0.244 0.06 1.23 -1.54
N 0.635 0.313 -0.647 4.61 -2.96 -0.48
N -1.629 -0.815 0.997 -1.57 0.63 0.91
N -2.800 -0.056 -0.864 0.49 -0.66 0.59
O 4.389 -1.073 0.245 1.73 -1.57 0.70
O -0.006 -1.901 -0.213 -0.85 -1.35 -1.77
O -0.395 0.595 2.260 0.20 -0.01 -0.39
O -2.982 -2.260 -0.122 -0.34 0.62 -0.19

---

Record 8
24
Properties=species:S:1:pos:R:3:forces:R:3 method="wB97M-V/def2-TZVPD" e_homo_ev=-9.586 e_lumo_ev=0.06 multiplicity=1 smiles="O=c1cc[nH]c(=O)[nH]1.O=c1cc[nH]c(=O)[nH]1" relative_energy_ev=2.586
C 4.307 -0.406 0.640 3.61 -4.78 1.64
C 3.349 -1.441 0.223 2.55 -2.26 1.86
C 2.399 -1.202 -0.638 -1.11 1.67 -0.50
C 3.107 1.097 -0.782 -1.58 1.26 0.29
C -2.333 -0.891 -0.160 2.05 -1.46 -0.23
C -1.873 0.385 0.440 -1.59 -1.85 0.49
C -2.776 1.198 1.037 -0.88 0.50 -0.89
C -4.581 0.090 -0.115 0.24 2.03 2.27
H 4.682 1.573 0.419 -1.02 -2.02 -0.44
H 3.671 -2.434 0.534 -0.58 0.17 -0.04
H 1.619 -1.765 -1.061 -0.43 -1.64 -0.03
H 1.405 0.476 -1.493 0.53 -0.87 -0.05
H -4.056 -1.660 -0.932 0.93 1.90 0.47
H -0.881 0.255 0.699 2.01 0.91 0.66
H -2.456 2.081 1.584 -0.20 -0.27 0.16
H -4.942 1.763 0.988 2.03 -1.33 -0.01
N 4.053 0.739 0.164 -0.23 9.02 -2.45
N 2.255 0.080 -1.076 -0.91 1.30 -0.97
N -3.624 -0.755 -0.544 -1.89 -4.25 -1.91
N -4.173 1.034 0.840 0.98 0.92 -0.39
O 5.413 -0.542 1.219 -2.25 -0.80 -0.12
O 2.859 2.220 -1.228 1.34 -1.09 0.84
O -1.693 -1.973 -0.357 -1.75 3.68 0.62
O -5.732 0.077 -0.401 -1.85 -0.74 -1.24

---

Number 1: total energy -13450.2096 eV. Number 2: total energy -20681.1795 eV. Number 3: total energy -29976.1882 eV. Number 4: total energy -33072.3436 eV. Number 5: total energy -24231.3313 eV. Number 6: total energy -27412.5040 eV. Number 7: total energy -22575.6850 eV. Number 8: total energy -22576.3446 eV.